The following is a DFT calculation (the ωB97M-V functional and the def2-TZVPD basis) of a 26-piece molecular cluster, C26H104O26 overall in a non-equilibrium geometry.

The HOMO energy comes out at -9.44 eV. As for the energy above the lowest of the compared OMol25 structures with the same formula, charge and spin: 8.985 eV. The value obtained for the LUMO energy is 0.1 eV. The calculation puts the HOMO-LUMO gap at 9.50 eV. Its total energy is -3008.756689 hartree.

Last column: Löwdin charge in e.
Atoms and positions in Å:
H  7.37475  -15.08890  -13.35975  0.08
H  7.47774  -8.79571  -20.74461  0.08
H  5.76393  -16.16508  -25.15535  0.08
H  10.27830  -17.55106  -24.15484  0.09
H  1.40502  -11.50433  -16.86788  0.06
C  8.24717  -16.31742  -17.84588  -0.12
H  5.57327  -19.15325  -18.70584  0.00
H  7.13804  -16.49777  -15.77433  0.01
C  4.36603  -18.29340  -17.53690  -0.17
H  10.87568  -10.72915  -25.28504  0.07
H  8.99038  -11.52515  -18.32260  0.08
H  4.94794  -17.03149  -20.28371  0.08
H  4.45757  -7.43803  -24.14731  0.09
H  7.52915  -14.42901  -22.90550  0.09
C  3.04386  -11.52176  -26.00470  -0.20
O  0.24674  -10.08234  -15.79829  -0.11
O  9.18023  -15.83795  -24.72058  -0.11
H  8.47449  -14.27660  -24.69337  0.03
O  10.99839  -16.84020  -19.84075  -0.13
O  5.11165  -9.47008  -24.50756  -0.15
H  6.31566  -13.26584  -23.44348  0.07
C  5.61069  -17.20825  -25.43177  -0.17
H  0.05228  -16.76941  -24.19294  0.08
O  4.69162  -11.01416  -22.24690  -0.16
H  7.91913  -16.99968  -18.63010  0.10
H  6.30403  -17.18560  -21.32788  0.07
H  2.53558  -13.66672  -19.05252  0.07
H  7.82543  -10.57906  -20.57223  0.06
H  7.22566  -11.90734  -25.52457  0.03
H  9.59915  -12.98656  -20.20348  0.04
H  2.38963  -15.36641  -18.58099  0.08
H  4.05304  -11.93094  -25.95740  0.07
O  3.32623  -13.74220  -15.35065  -0.11
O  6.44025  -14.63477  -20.22796  -0.13
O  11.29723  -14.15195  -20.49704  -0.12
H  12.63157  -15.28521  -16.41968  0.09
H  4.31265  -15.52617  -16.04930  0.08
H  11.40975  -12.92866  -22.10035  0.08
H  8.99139  -11.23122  -26.74302  0.07
O  8.70397  -12.84811  -19.88556  -0.13
H  4.23318  -14.19141  -17.19351  0.07
H  10.36307  -18.57250  -18.97400  0.09
C  7.38547  -13.47111  -23.40539  -0.13
C  10.94401  -13.87792  -21.83559  -0.15
H  8.13941  -9.75163  -27.13323  0.08
H  11.38838  -14.66438  -22.44562  0.09
H  4.72323  -18.06711  -26.79647  0.07
O  9.82867  -11.33827  -23.70281  -0.14
C  11.56517  -15.45914  -16.56335  -0.16
H  0.90758  -19.62163  -21.03384  0.08
H  6.38327  -12.05994  -15.28715  0.06
H  9.94284  -18.34911  -20.70337  0.08
H  11.90502  -17.29706  -16.17249  0.09
C  4.99439  -8.11194  -24.81495  -0.12
O  1.50837  -19.51086  -19.00025  -0.11
O  5.34969  -19.26201  -17.77859  -0.12
H  7.48321  -14.53761  -15.03961  0.06
C  0.51085  -17.50806  -23.53553  -0.16
H  3.30133  -9.76290  -21.38044  0.08
H  3.03293  -11.54950  -21.17040  0.07
H  6.53026  -17.75508  -25.22329  0.06
C  5.41274  -17.71626  -20.99304  -0.14
C  8.79479  -12.57935  -18.51880  -0.14
H  11.19212  -15.10583  -20.47086  0.03
H  7.26427  -9.78611  -22.04761  0.06
C  3.41556  -14.13194  -23.56365  -0.13
H  0.29967  -10.50406  -14.93751  0.07
H  1.69730  -20.43935  -18.84595  0.09
H  5.83373  -9.88340  -24.98648  0.06
O  3.29725  -15.39472  -22.91974  -0.14
H  1.75236  -18.17358  -20.57112  0.06
C  7.92619  -9.68499  -21.18752  -0.15
H  4.55308  -8.06583  -25.81056  0.08
H  3.69063  -18.55272  -16.72163  0.08
H  4.82766  -17.34217  -17.27199  0.05
H  11.64450  -16.81803  -19.13106  0.07
H  8.57993  -16.86427  -16.96364  0.09
O  4.50822  -11.46480  -14.53078  -0.12
H  4.84095  -17.66535  -24.80996  0.07
H  3.09421  -10.90256  -26.90033  0.08
O  5.35212  -17.34189  -26.80944  -0.10
H  6.09552  -19.50612  -21.04303  0.10
H  2.44002  -14.08071  -15.49778  0.10
H  5.92233  -10.62035  -18.81057  0.05
O  9.24601  -9.33998  -21.61350  -0.12
H  2.55339  -13.46789  -23.50207  0.09
H  1.09089  -14.72843  -20.85213  0.10
H  4.25190  -10.58073  -20.20976  0.05
H  8.78786  -15.46707  -14.35362  0.06
C  5.33708  -13.77008  -20.44073  -0.11
H  11.82453  -10.87474  -23.74656  0.09
H  5.20855  -13.18857  -19.52780  0.08
O  11.40750  -16.80912  -16.83278  -0.12
C  3.75340  -10.73156  -21.16728  -0.10
H  5.56570  -13.07045  -21.24469  0.06
O  1.93789  -15.02944  -20.51513  -0.12
H  3.72930  -18.24779  -18.42041  0.06
H  9.87705  -13.82314  -22.05166  0.07
C  9.48061  -16.89101  -23.81407  -0.12
H  11.25045  -14.85573  -17.41479  0.07
C  7.70288  -15.36298  -14.36241  -0.18
H  11.23520  -12.32748  -24.69024  0.08
H  10.98950  -15.17700  -15.68182  0.08
H  4.77700  -10.21619  -22.77373  0.02
H  5.85920  -12.68653  -13.71763  0.08
H  3.68126  -14.28047  -24.61028  0.08
O  1.85328  -17.88082  -23.77809  -0.14
O  7.10304  -11.01960  -25.86878  -0.14
H  8.62641  -17.50557  -23.52991  0.07
H  7.02494  -8.44700  -17.34063  0.07
C  5.84352  -11.81521  -14.37235  -0.19
H  11.59775  -18.72139  -20.24072  0.08
H  6.82366  -10.52527  -17.28525  0.06
H  4.11258  -12.30619  -14.76981  0.01
H  2.96829  -15.18418  -22.04278  0.01
C  1.67482  -19.24015  -20.36012  -0.18
C  10.69916  -18.18506  -19.93579  -0.15
C  1.96140  -14.58084  -19.20356  -0.15
C  4.28488  -14.43978  -16.13344  -0.11
O  7.07981  -16.52720  -14.81655  -0.11
H  8.00957  -13.00877  -17.89660  0.08
O  7.97696  -13.45586  -24.67262  -0.14
H  5.27281  -14.16825  -15.76148  0.06
C  11.04200  -11.30266  -24.37316  -0.15
H  6.60929  -15.45026  -18.21991  0.06
H  9.85948  -16.54498  -22.85239  0.06
H  4.74088  -17.84985  -21.84088  0.08
H  2.37768  -10.48224  -15.92989  0.06
H  5.98836  -7.69985  -24.98910  0.08
C  6.06226  -10.04190  -17.89738  -0.15
H  5.15681  -10.08900  -17.29236  0.07
H  -0.02261  -18.45673  -23.59517  0.08
H  9.04126  -15.61607  -18.10205  0.07
H  4.20928  -13.56911  -23.07238  0.04
H  3.41627  -10.17694  -24.65194  0.03
H  6.27980  -11.04694  -13.73398  0.08
H  7.56618  -11.23195  -27.89954  0.08
H  0.94709  -14.32054  -18.90107  0.09
O  6.44562  -8.67565  -18.07119  -0.11
H  2.36934  -12.36938  -26.12573  0.08
H  9.72181  -13.04882  -18.18966  0.07
H  7.20394  -14.05650  -20.16502  0.03
H  4.43103  -14.34909  -20.61930  0.06
H  7.77803  -12.65388  -22.80030  0.08
O  5.81773  -18.88859  -20.36253  -0.11
H  9.21750  -11.87036  -24.21755  0.04
H  2.48813  -17.18579  -23.58966  0.02
O  2.68697  -10.73083  -24.93992  -0.12
C  8.01103  -10.82474  -26.99158  -0.09
H  0.42965  -17.18967  -22.49623  0.06
O  7.09239  -15.66277  -17.41802  -0.15
H  1.58112  -9.80574  -17.32083  0.08
H  2.63854  -19.63508  -20.68164  0.08
C  1.43738  -10.48576  -16.48117  -0.16
H  9.44193  -16.04060  -25.62172  0.11
H  9.55715  -9.96013  -22.27697  0.02

Forces on the atoms, in the same order (eV/Å):
H -0.1 -0.2 0.0
H 0.4 -0.1 0.7
H -0.2 0.0 0.0
H -0.1 0.0 -0.5
H -0.5 -0.2 -0.2
C 0.3 -0.6 0.5
H 0.3 -0.2 -0.2
H -0.4 0.0 -0.2
C -0.4 0.0 -0.1
H 0.7 0.4 -0.2
H -0.6 0.3 0.0
H -0.1 -0.3 0.2
H -0.1 -0.8 0.5
H 0.0 0.0 0.1
C 1.0 0.0 -1.1
O 0.9 -0.4 0.0
O 0.1 -0.1 0.4
H 0.4 -0.4 -0.5
O 0.3 1.2 0.1
O -0.9 -0.2 1.7
H -0.1 -0.2 -0.3
C 0.9 -0.1 0.6
H 0.3 0.1 -0.2
O -0.4 -0.2 1.3
H 0.9 -0.2 -0.2
H 0.0 0.3 -0.3
H 0.3 0.1 -0.2
H 0.3 0.1 0.2
H 0.1 -0.5 0.0
H 0.2 -0.2 0.0
H -0.2 0.0 0.2
H 0.3 -0.2 0.5
O 0.0 -0.5 -0.1
O -0.2 -0.8 0.0
O -0.5 0.2 0.1
H 0.0 0.6 0.2
H -0.7 -0.1 0.3
H -0.2 0.0 -0.2
H 0.0 -0.2 -0.3
O -1.2 -0.1 -0.7
H -0.1 0.2 -0.1
H -0.2 -0.2 0.0
C -0.8 0.6 1.2
C 1.0 0.3 -0.7
H -0.1 0.0 0.1
H -0.1 0.1 -0.5
H -0.1 0.0 -0.8
O -0.9 0.4 1.4
C 0.6 0.9 0.3
H -0.3 -0.3 0.2
H 0.2 0.4 -0.2
H -0.1 0.1 0.1
H -0.1 -0.1 0.0
C 1.0 0.7 -2.2
O -0.6 0.2 0.6
O 0.1 -0.4 0.8
H -0.1 0.3 0.0
C 0.4 -0.7 0.9
H -0.6 -0.2 0.0
H -0.1 0.2 0.3
H 0.3 0.0 0.3
C 0.3 1.7 -0.6
C 1.8 -0.1 0.9
H -0.1 -0.5 0.8
H 0.0 -0.6 -0.4
C 0.8 0.4 0.0
H -0.3 0.1 0.2
H 0.0 0.0 0.0
H 0.5 -0.2 -0.4
O -0.3 0.0 -0.5
H -0.2 0.2 0.5
C -0.3 0.9 -1.1
H -0.5 0.4 0.0
H 0.2 -0.4 0.2
H -0.1 0.3 -0.2
H 0.1 0.5 0.4
H 0.4 -0.4 -0.3
O -0.4 0.4 -0.7
H -0.2 0.3 0.0
H -0.4 -0.2 -0.6
O -0.7 -0.2 0.0
H 0.0 -0.2 0.1
H 0.0 -0.1 0.0
H 0.2 0.5 -0.3
O -0.2 0.1 0.8
H -0.5 -0.4 0.0
H 0.1 -0.2 -0.5
H 0.1 -0.5 0.1
H 0.3 -0.1 0.2
C 0.3 0.3 0.4
H -0.1 -0.1 -0.1
H -0.4 0.3 0.1
O -0.3 -1.5 -0.7
C 0.8 0.4 -1.3
H -0.4 0.0 -0.2
O -0.3 -0.1 -1.2
H -0.2 0.6 0.0
H -0.2 0.0 0.2
C 0.5 -0.7 0.6
H -0.2 -0.2 0.0
C 0.3 0.5 -0.2
H 0.9 -0.1 0.0
H 0.0 0.3 0.1
H 0.2 0.0 -0.3
H 0.4 -0.5 -0.1
H -0.1 -0.1 0.1
O 0.2 -0.4 -0.7
O 0.4 0.8 -0.8
H -0.4 0.1 -0.5
H 0.0 0.0 -0.1
C 0.3 -0.2 1.8
H 0.0 -0.4 0.0
H 0.1 -0.4 -0.2
H -1.0 0.1 -0.2
H -0.1 -0.3 0.5
C 1.0 0.1 -1.0
C -0.1 -1.4 -0.4
C 0.0 0.4 1.5
C 0.9 -0.2 -0.1
O -0.2 -0.5 0.5
H -0.4 0.2 -0.4
O 0.1 0.5 -0.6
H -0.1 0.3 -0.1
C -0.2 -0.4 -1.1
H -0.4 0.4 -0.3
H 0.0 0.8 -0.1
H -0.1 -0.2 0.0
H -0.2 0.4 0.7
H 0.2 0.3 0.4
C 0.2 0.2 1.3
H -0.3 -0.1 -0.1
H -0.3 0.2 -0.2
H 0.0 -0.1 -0.5
H 0.2 0.1 -0.2
H 0.5 -0.1 -0.2
H 0.6 0.2 -0.6
H 0.3 -0.2 0.0
H 0.0 -0.3 0.4
O -0.2 -0.3 -0.6
H -0.2 0.2 0.0
H 0.1 -0.2 0.5
H 0.7 0.2 0.0
H 0.2 0.0 -0.2
H 0.3 -0.1 0.3
O -0.1 -1.0 0.0
H -0.3 -0.2 -0.1
H -0.2 0.7 0.2
O -1.3 0.1 1.3
C -0.8 0.2 1.0
H -0.3 0.3 0.1
O -1.0 1.0 0.2
H -0.2 0.0 0.0
H 0.1 -0.2 -0.3
C 0.3 0.1 -0.6
H 0.0 -0.3 0.1
H -0.3 -0.4 -0.2